(1)
This record from the OMol25 dataset describes a cluster of 9 separate species, C44H79Cl17N2O4S in total in a non-equilibrium geometry. The level of theory is ωB97M-V/def2-TZVPD.

Cartesian coordinates (Å):
C1 4.511 -3.084 -9.490
H1 2.741 1.178 2.209
Cl1 -0.311 -1.702 -13.845
H2 -5.939 -6.669 6.456
H3 -2.517 -1.949 -2.733
C2 -0.089 2.169 1.573
H4 4.830 4.119 2.901
H5 4.715 -4.128 -9.719
Cl2 6.998 5.728 -1.277
C3 -1.547 5.419 3.656
C4 2.321 3.268 1.497
Cl3 4.516 -2.625 -12.185
C5 0.236 1.619 0.137
C6 0.196 -2.482 -12.324
C7 -2.846 -1.480 6.157
C8 3.171 2.189 2.212
C9 -4.316 0.071 -0.724
H6 -3.749 0.449 7.548
H7 1.218 -2.835 -12.450
Cl4 -3.956 -5.627 7.145
C10 -1.994 -2.130 3.791
Cl5 1.256 -0.222 -11.207
H8 5.040 4.628 -1.955
H9 -1.439 2.092 -1.097
Cl6 5.507 0.609 7.116
H10 0.832 0.628 2.912
C11 -4.118 2.718 6.217
C12 5.062 -2.166 -10.553
H11 0.413 4.232 1.340
C13 0.075 -1.554 -11.141
H12 -2.677 -3.465 5.359
H13 6.869 -1.273 6.815
H14 3.616 4.684 4.158
H15 -3.423 -2.035 6.919
H16 -3.194 -3.014 -0.619
C14 -0.776 -1.221 3.445
H17 4.640 5.657 -4.118
C15 -0.622 1.557 -6.318
O1 -1.411 2.733 1.482
C16 5.589 5.854 -3.620
H18 -2.022 2.299 5.713
Cl7 -4.475 -4.412 -4.237
H19 -2.178 0.171 2.518
H20 -1.068 -2.762 5.711
H21 -3.576 -0.970 5.501
H22 0.270 -2.103 -10.221
C17 1.930 -3.245 -0.473
H23 -4.321 3.333 5.325
H24 -5.011 2.093 6.406
C18 -4.217 -2.549 -6.225
H25 -1.301 1.803 -8.356
C19 -3.471 -3.634 -5.487
H26 0.305 1.097 -8.193
O2 3.345 2.250 -0.826
H27 4.301 1.741 3.976
H28 -0.451 -3.346 -12.181
Cl8 0.666 -3.845 -1.577
H29 -6.274 -5.653 4.272
H30 -1.014 -0.550 1.389
C20 -2.775 0.825 7.195
H31 -3.243 1.133 5.046
S1 2.294 3.080 -0.309
Cl9 -2.242 1.814 -5.619
N1 5.317 3.659 4.924
H32 -3.743 -0.834 -3.464
H33 -3.118 -4.408 -6.166
H34 4.121 2.110 1.643
C21 0.833 3.407 1.952
H35 -0.103 0.820 -5.707
H36 5.812 4.518 5.141
C22 -3.630 -2.021 -0.493
O3 0.789 2.632 -0.722
C23 -5.327 -5.484 4.784
C24 -1.984 0.190 -2.764
H37 -3.531 -2.018 -6.882
H38 -0.089 2.503 -6.239
Cl10 1.305 0.135 0.203
H39 -4.657 -1.829 -5.537
H40 -5.248 0.241 1.297
H41 6.150 -2.218 -10.557
H42 -4.521 1.059 -1.133
C25 -4.266 -1.716 0.698
C26 -5.506 -5.687 6.268
H43 -2.937 -1.646 3.478
C27 -4.716 -0.336 0.541
N2 -3.649 -0.953 -1.325
C28 5.790 -1.120 6.798
Cl11 2.751 -2.894 -9.292
H44 -1.853 -3.075 3.230
C29 0.658 3.866 3.428
H45 6.343 5.197 -4.049
H46 0.749 3.064 4.171
C30 -2.068 -2.539 5.291
C31 -1.115 -0.112 2.392
Cl12 6.037 7.536 -4.005
O4 2.463 4.409 -0.844
C32 -3.012 -0.968 -2.641
H47 -1.848 0.822 0.056
H48 1.465 -2.549 0.225
H49 -0.500 1.519 3.630
H50 4.759 6.349 -1.689
H51 4.965 -2.851 -8.528
H52 1.495 4.564 3.633
C33 -0.695 1.124 -7.761
H53 5.597 -0.910 4.657
H54 2.803 4.242 1.700
C34 3.581 2.527 3.672
Cl13 -1.375 -0.515 -7.916
C35 -0.824 0.079 -1.711
Cl14 3.452 -1.518 5.427
C36 -1.061 1.166 -0.626
H55 -1.135 -0.041 6.091
H56 4.770 -1.132 -10.378
Cl15 -5.520 -3.201 -7.250
H57 -1.567 0.236 -3.792
H58 0.014 -1.870 3.012
C37 5.234 -1.548 5.461
H59 -3.862 3.305 7.111
H60 5.352 -1.689 7.616
Cl16 1.572 -5.181 1.424
C38 -2.936 1.719 5.932
C39 -1.895 -0.428 6.789
H61 2.726 2.406 4.365
H62 -1.387 -0.867 7.665
H63 -4.590 -6.170 4.372
Cl17 -4.814 -3.823 4.394
H64 3.013 -5.113 -0.442
H65 -0.920 -1.119 -11.072
C40 2.637 -4.364 0.252
H66 -4.428 -2.348 1.569
H67 3.479 -3.963 0.814
H68 2.645 -2.691 -1.082
H69 -2.608 -3.204 -4.978
H70 -6.165 -4.934 6.697
H71 -2.212 6.264 3.575
C41 -0.149 1.080 2.672
H72 0.116 0.224 -2.270
H73 -2.548 1.131 -2.626
C42 5.437 5.626 -2.137
C43 -0.580 4.686 3.640
H74 -0.853 -0.909 -1.217
H75 -1.780 2.694 2.375
H76 -0.313 -0.784 4.351
H77 5.538 -2.573 5.248
H78 4.848 3.316 5.759
C44 4.323 3.881 3.856
H79 -2.204 1.337 7.991

Calculated values
Net charge: 0
Energy relative to the best compared isomer or geometry (same formula, charge and spin), kJ/mol: 142.0
Gap between HOMO and LUMO, eV: 8.4
E_LUMO, hartree: 0.004



(2)
This record from the OMol25 dataset describes a cluster of 8 separate species, C44H80B2O20 in total in a non-equilibrium geometry. The level of theory is ωB97M-V/def2-TZVPD.

Cartesian coordinates (Å):
C1 1.140 3.147 -7.741
O1 1.665 -2.013 2.594
C2 0.848 -1.291 1.929
C3 -4.284 4.191 4.340
H1 -3.038 1.596 -3.030
H2 8.587 -4.869 -3.541
H3 6.024 -0.436 -4.913
O2 -2.836 1.052 7.273
H4 6.101 -5.591 2.034
H5 7.042 -5.836 -1.843
H6 -3.658 4.868 3.763
C4 4.780 -5.982 3.678
H7 2.220 5.039 3.864
O3 4.508 -0.615 -3.496
O4 8.199 -3.522 -0.908
O5 -1.171 0.391 1.984
O6 -8.689 1.538 6.179
H8 0.077 0.058 -0.190
C5 -0.876 -3.539 -5.356
H9 -10.416 0.100 2.291
C6 2.857 5.445 -7.345
C7 5.503 0.165 -4.165
H10 1.238 4.745 1.879
H11 -2.505 -0.065 -2.717
H12 -0.501 4.368 1.939
H13 -10.307 3.485 4.145
H14 1.418 1.640 4.435
C8 -9.374 3.162 4.601
C9 2.076 3.967 4.041
C10 -0.577 0.344 -1.024
H15 1.855 5.594 -7.738
C11 5.050 -5.444 2.289
H16 -4.608 5.612 5.916
C12 8.871 -3.372 -2.056
C13 -2.868 1.188 -0.945
C14 6.812 -3.914 -0.867
C15 4.909 1.429 -4.751
H17 6.437 -3.524 0.078
H18 -0.429 1.506 -2.865
H19 6.233 0.411 -3.395
H20 1.035 0.612 -2.417
H21 6.249 -3.410 -1.651
H22 -9.080 3.903 5.340
C16 1.507 3.042 -9.207
H23 -1.106 -5.536 -6.027
H24 -1.323 -1.744 2.850
H25 4.157 1.196 -5.504
H26 2.899 -0.852 -5.999
H27 -12.103 0.408 4.084
O7 9.985 -2.913 -2.029
H28 0.656 3.157 1.417
C17 -11.342 1.169 3.908
H29 1.021 1.534 2.733
O8 -10.314 0.879 4.852
H30 7.164 -3.828 -3.362
C18 6.651 -5.417 -0.913
H31 0.784 -4.424 -2.927
H32 3.570 5.462 -8.168
O9 -0.961 -2.768 -4.271
H33 2.066 2.124 -9.387
H34 -4.253 3.065 1.695
H35 7.204 -5.881 -0.096
B1 -0.542 -0.789 2.687
H36 3.492 -2.519 -5.982
C19 -3.150 0.738 -2.368
H37 8.609 -3.207 -4.151
H38 0.572 2.081 -1.534
H39 -2.515 0.521 3.509
H40 -1.538 -2.520 -2.347
H41 -6.530 1.815 6.367
H42 -1.996 2.701 1.583
H43 -1.823 2.465 5.300
H44 5.009 -7.049 3.718
H45 -0.999 -5.444 -4.271
H46 4.855 -4.372 2.228
C20 -4.518 2.902 3.833
H47 -0.950 -0.583 -1.463
H48 0.174 -3.991 -1.325
H49 -11.669 1.246 1.780
H50 2.132 3.877 -9.526
H51 3.733 -5.855 3.952
O10 2.986 -2.198 -3.510
O11 2.619 -6.387 -0.056
C21 0.692 3.485 3.580
H52 0.530 2.294 -7.447
C22 -5.346 2.057 4.578
C23 3.049 -5.837 0.926
H53 0.607 3.031 -9.823
C24 -0.623 -5.023 -5.198
C25 2.276 -4.892 1.795
O12 2.287 3.080 -6.891
C26 0.279 -3.646 -2.353
C27 -1.072 -3.307 -2.936
H54 5.394 -5.461 4.414
H55 4.419 2.012 -3.975
H56 -10.072 1.822 2.277
C28 -0.612 1.166 4.071
H57 2.839 3.448 3.449
H58 -1.760 -4.154 -2.923
H59 3.080 6.267 -6.670
H60 5.675 2.050 -5.216
O13 3.878 4.029 -5.729
C29 8.250 -3.850 -3.352
C30 -1.727 1.136 3.009
O14 -1.831 -0.800 6.253
H61 -2.001 3.244 3.263
O15 -1.650 1.078 -0.431
H62 4.636 -1.188 -6.122
C31 0.498 3.975 2.124
H63 -6.070 4.059 7.237
C32 -5.635 3.746 6.293
H64 -2.597 1.959 7.489
H65 0.451 -5.195 -5.253
O16 4.329 -6.151 1.281
H66 -4.180 0.390 -2.414
O17 1.075 -0.919 0.723
H67 1.608 -4.298 1.176
H68 -4.201 1.419 2.386
H69 0.924 -2.771 -2.362
C33 3.719 -1.491 -4.145
C34 -10.847 1.083 2.478
H70 5.600 -5.689 -0.821
C35 -9.444 1.821 5.294
C36 3.705 -1.503 -5.660
H71 -0.047 3.965 4.233
C37 -4.829 4.613 5.549
O18 -3.719 1.705 -0.262
H72 -0.951 -1.141 6.424
H73 1.677 -5.470 2.501
B2 -1.931 0.566 6.324
H74 -0.289 2.049 6.017
H75 2.872 -4.170 2.343
O19 -0.940 -3.031 -6.449
C38 3.040 4.155 -6.578
H76 -11.805 2.134 4.123
C39 0.193 1.183 -2.024
H77 0.553 4.042 -7.526
H78 2.263 3.732 5.092
C40 -3.895 2.459 2.527
C41 -5.898 2.473 5.791
H79 -5.566 1.056 4.216
O20 -0.188 -0.172 4.049
C42 0.675 1.939 3.688
H80 -8.595 3.111 3.839
C43 -2.355 2.464 2.585
C44 -1.130 1.622 5.450

Calculated values
Net charge: -2
Gap between HOMO and LUMO, eV: 3.2
E_LUMO, hartree: 0.109



(3)
This record from the OMol25 dataset describes a cluster of 7 separate species, C44H87BI3N9O10P in total in a non-equilibrium geometry. The level of theory is ωB97M-V/def2-TZVPD.

Cartesian coordinates (Å):
O1 -5.512 -4.577 6.943
H1 7.828 2.784 -3.488
C1 1.979 10.654 -3.653
C2 -3.244 -4.722 2.265
H2 6.053 -2.013 -3.972
C3 1.781 2.655 0.216
H3 -1.870 4.020 -3.385
N1 5.954 2.332 -4.316
H4 -11.073 -0.337 0.354
P1 0.603 -6.114 2.961
H5 5.866 4.371 -3.901
H6 -3.167 4.775 -0.936
C4 -2.926 -1.166 7.188
H7 2.809 -2.479 -0.088
C5 7.751 -4.250 -5.534
H8 0.687 -6.694 4.257
H9 0.922 -4.096 0.508
H10 6.651 3.939 -5.443
C6 1.940 4.135 0.775
H11 2.818 -1.101 -2.869
N2 7.580 -2.879 -5.101
H12 1.882 0.494 -1.088
H13 -0.930 -2.784 0.987
H14 -1.398 0.516 9.370
O2 -0.279 -2.398 3.385
H15 4.407 11.459 -3.554
H16 -3.841 -5.311 1.527
C7 -1.973 -6.008 3.721
N3 0.444 -7.284 1.900
H17 2.497 10.829 -2.695
H18 2.101 -3.585 -2.862
H19 -4.778 -4.212 4.666
H20 1.726 -5.248 2.716
C8 0.871 7.015 -5.166
H21 0.043 -4.805 -2.263
O3 -2.822 -1.958 6.260
H22 1.336 4.294 1.716
C9 -1.279 -3.769 0.577
C10 5.826 3.704 -4.766
H23 1.212 -7.214 1.227
H24 3.782 1.736 0.570
H25 5.499 -3.090 -5.279
H26 -9.799 -0.580 3.417
H27 1.027 7.177 -4.087
H28 2.923 1.250 -2.391
H29 -0.360 -3.019 -1.885
H30 -1.053 7.588 -3.584
H31 0.987 2.573 -0.580
C11 8.635 -2.089 -4.790
C12 -4.241 -6.581 3.832
H32 -0.391 -1.830 9.222
N4 0.246 4.985 -0.869
H33 -1.938 8.417 -4.884
C13 1.814 -3.649 -1.775
C14 -1.464 7.479 -4.588
C15 2.893 0.921 -1.317
H34 4.130 1.815 -5.100
H35 0.814 4.323 -2.901
C16 7.153 1.936 -3.595
H36 -8.713 -2.960 1.490
H37 -5.442 -7.104 7.909
C17 4.127 11.362 -4.602
H38 -0.042 -5.525 -0.094
H39 1.431 -1.623 -0.936
H40 -1.843 7.107 -7.078
H41 -3.157 0.495 9.119
O4 5.041 0.243 -4.196
N5 -0.421 7.151 -5.540
I1 -6.616 -5.046 2.522
H42 3.028 4.263 1.027
H43 -10.514 0.576 2.271
O5 8.562 -0.932 -4.422
C18 -0.969 -2.011 8.318
C19 -2.076 4.767 -1.144
H44 7.653 1.134 -4.138
H45 2.421 -4.501 -1.343
H46 2.334 5.230 -1.143
H47 -7.497 -7.771 3.346
I2 -3.571 -8.400 4.857
H48 -8.759 0.588 2.558
H49 9.605 -2.601 -4.904
H50 -7.676 -1.798 0.635
C20 0.253 -3.914 -1.599
H51 -4.268 -6.032 8.899
C21 2.200 10.718 -6.059
H52 1.633 6.230 0.217
H53 -1.544 -6.155 4.737
C22 -5.568 -6.657 3.464
H54 -3.586 -7.133 7.669
H55 -0.332 -1.873 7.441
H56 -1.897 -6.851 2.971
C23 2.303 -2.314 -1.086
H57 -7.763 -1.765 2.417
C24 -9.644 -0.048 2.475
H58 -0.222 7.684 -7.545
H59 4.971 0.005 -1.424
H60 -1.179 5.476 0.815
H61 4.791 10.641 -5.085
C25 -0.989 5.126 -0.230
C26 3.363 -1.515 -1.976
H62 4.882 3.856 -5.290
O6 -10.136 -1.865 -0.589
C27 -3.714 -4.517 4.827
O7 0.825 10.272 -3.696
H63 -0.681 -3.496 5.774
H64 6.143 -1.471 -5.654
C28 1.587 5.235 -0.308
O8 -0.037 -3.966 5.206
H65 -2.413 -0.653 10.254
C29 -4.555 -5.297 6.885
C30 -4.498 -6.513 7.902
C31 -8.329 -1.936 1.501
C32 4.994 1.410 -4.547
C33 6.234 -2.336 -4.997
C34 -1.413 4.359 -2.427
H66 1.326 11.363 -6.178
H67 -6.485 -8.198 4.827
I3 -3.762 -2.625 2.007
H68 4.230 12.334 -5.091
H69 6.871 1.564 -2.607
H70 3.741 2.907 -0.876
C35 0.007 4.538 -2.165
B1 -0.402 -3.728 3.842
C36 3.927 -0.271 -1.112
C37 3.175 2.119 -0.298
H71 -1.751 -5.798 1.122
H72 -6.007 -8.749 3.098
C38 -0.942 -4.986 3.014
H73 -2.206 6.677 -4.586
C39 0.028 -4.406 -0.111
H74 -0.491 5.957 -7.246
N6 2.757 10.908 -4.731
H75 7.323 -4.368 -6.532
C40 -10.259 -1.080 0.329
O9 1.796 6.742 -5.913
H76 1.885 9.679 -6.172
N7 -2.092 -1.093 8.243
H77 3.895 -0.568 -0.026
C41 -6.454 -7.942 3.737
H78 7.234 -4.914 -4.837
H79 -3.121 -3.537 4.839
H80 8.807 -4.520 -5.565
H81 -1.343 -3.038 8.321
N8 -3.354 -5.379 3.613
H82 2.941 10.961 -6.819
C42 -2.280 -0.124 9.308
H83 -2.033 -3.643 -0.254
H84 1.430 2.017 1.080
O10 -3.439 -5.151 6.061
N9 -9.441 -1.012 1.411
C43 -0.773 6.965 -6.935
H85 -1.163 -1.975 3.405
H86 -3.740 -0.427 7.228
C44 -1.747 -4.801 1.660
H87 4.202 -2.175 -2.328

Calculated values
Net charge: +1
Gap between HOMO and LUMO, eV: 5.8
E_LUMO, hartree: -0.125